ORCA calculation (ωB97M-V/def2-TZVPD) on C33H34F3N4O4P2V as an isolated structure.

Expectation value of S² = 3.76
Max |F| = 2.26 eV Å⁻¹
LUMO energy (alpha / beta) = -2.44 / -2.50 eV
Gap between HOMO and LUMO (alpha / beta) = 7.8762 / 8.5800 eV
Energy relative to the best compared isomer or geometry (same formula, charge and spin) = 9.1 kcal/mol
2S+1 = 4
Total charge = +1
HOMO level (alpha / beta) = -10.3 / -11.1 eV

Geometry (Å):
V (0.163, 0.000, -0.005)
O (2.179, 0.211, -0.245)
P (3.076, 1.039, 0.669)
C (2.626, 2.796, 0.409)
P (1.252, 2.874, -0.764)
O (0.086, 2.054, -0.197)
C (1.843, 2.297, -2.345)
C (1.119, 1.361, -3.075)
C (1.589, 0.927, -4.305)
C (2.780, 1.434, -4.808)
C (3.497, 2.383, -4.092)
C (3.026, 2.820, -2.863)
C (0.788, 4.573, -0.994)
C (-0.538, 4.846, -1.332)
C (-0.929, 6.151, -1.581)
C (-0.003, 7.182, -1.495)
C (1.316, 6.915, -1.156)
C (1.715, 5.611, -0.904)
C (2.888, 0.626, 2.381)
C (2.082, 1.362, 3.251)
C (1.917, 0.944, 4.563)
C (2.551, -0.208, 5.004)
C (3.344, -0.953, 4.140)
C (3.519, -0.539, 2.831)
C (4.770, 0.844, 0.194)
C (5.803, 1.333, 0.996)
C (7.115, 1.200, 0.577)
C (7.394, 0.574, -0.634)
C (6.368, 0.083, -1.429)
C (5.048, 0.217, -1.020)
H (3.496, 3.336, 0.035)
H (2.288, 3.271, 1.329)
H (0.185, 0.967, -2.691)
H (1.027, 0.195, -4.869)
H (3.147, 1.093, -5.768)
H (4.419, 2.785, -4.489)
H (3.590, 3.571, -2.320)
H (-1.262, 4.043, -1.388)
H (-1.957, 6.365, -1.841)
H (-0.311, 8.201, -1.690)
H (2.033, 7.722, -1.083)
H (2.747, 5.418, -0.634)
H (1.566, 2.251, 2.916)
H (1.296, 1.518, 5.238)
H (2.426, -0.529, 6.030)
H (3.826, -1.857, 4.487)
H (4.135, -1.125, 2.159)
H (5.586, 1.804, 1.949)
H (7.921, 1.574, 1.195)
H (8.422, 0.463, -0.953)
H (6.595, -0.413, -2.364)
H (4.237, -0.168, -1.625)
C (-2.561, -0.667, -1.194)
N (-2.029, -0.054, 0.073)
C (-2.504, -0.936, 1.201)
N (-3.946, -1.057, 1.232)
C (-4.389, -1.637, -0.042)
N (-4.004, -0.791, -1.180)
C (-4.597, 0.534, -0.990)
N (-4.156, 1.154, 0.265)
C (-2.714, 1.272, 0.239)
C (-4.541, 0.272, 1.372)
H (-2.107, -1.653, -1.299)
H (-2.258, -0.028, -2.027)
H (-2.142, -0.503, 2.134)
H (-2.059, -1.918, 1.056)
H (-5.474, -1.735, -0.028)
H (-3.943, -2.625, -0.162)
H (-5.683, 0.438, -0.975)
H (-4.314, 1.177, -1.826)
H (-2.356, 1.721, 1.166)
H (-2.414, 1.907, -0.594)
H (-5.626, 0.177, 1.389)
H (-4.213, 0.716, 2.313)
F (2.622, -2.969, 0.360)
C (1.577, -3.805, 0.287)
F (1.420, -4.360, 1.501)
F (1.882, -4.765, -0.580)
C (0.260, -3.103, -0.126)
O (-0.637, -3.761, -0.578)
O (0.218, -1.825, 0.139)

Quick look at the Mulliken charges, all values in e:
1 V 1.2224
2 O -0.4048
3 P 2.1033
4 C -1.5935
5 P 0.6913
6 O -0.0836
7 C 0.9075
8 C -0.3986
9 C -0.7478
10 C -0.5725
11 C -0.7630
12 C -0.4354
13 C 0.9234
14 C -0.5055
15 C -0.6952
16 C -0.5073
17 C -0.7908
18 C -0.3352
19 C 0.5918
20 C -0.4064
21 C -0.9400
22 C -0.4988
23 C -0.8134
24 C -0.4855
25 C 0.0961
26 C -0.4031
27 C -0.7757
28 C -0.4808
29 C -0.8702
30 C -0.3248
31 H 0.6156
32 H 0.6291
33 H 0.3184
34 H 0.4813
35 H 0.4276
36 H 0.4726
37 H 0.3168
38 H 0.2366
39 H 0.4432
40 H 0.4044
41 H 0.4301
42 H 0.2769
43 H 0.2036
44 H 0.4506
45 H 0.4297
46 H 0.4454
47 H 0.4092
48 H 0.4333
49 H 0.4414
50 H 0.4188
51 H 0.4544
52 H 0.4438
53 C -0.6573
54 N 1.4368
55 C -0.7542
56 N 0.0390
57 C -0.7210
58 N 0.0394
59 C -0.7319
60 N 0.1418
61 C -1.1574
62 C -0.6888
63 H 0.2986
64 H 0.0735
65 H 0.2444
66 H 0.2618
67 H 0.3388
68 H 0.3706
69 H 0.3707
70 H 0.3005
71 H 0.2302
72 H 0.4078
73 H 0.3431
74 H 0.3460
75 F -0.1498
76 C 0.7409
77 F -0.2781
78 F -0.2705
79 C 0.1742
80 O -0.5497
81 O -1.0860


ORCA calculation (ωB97M-V/def2-TZVPD) on a 8-piece molecular cluster, C33H58N9O17 overall.

Max |F| = 2.51 eV Å⁻¹
LUMO energy = -2.74 eV
Gap between HOMO and LUMO = 9.2619 eV
Total charge = +1
HOMO level = -12.0 eV

Geometry (Å):
C (1.160, 3.075, 1.092)
C (-0.248, 2.843, 0.544)
N (-0.167, 1.683, -0.343)
N (-1.445, 1.105, -0.658)
C (-1.827, 0.175, 0.454)
C (-3.047, -0.614, -0.056)
C (-4.277, 0.279, 0.223)
O (-4.467, 1.273, -0.770)
C (-4.576, 2.592, -0.232)
C (-4.359, 3.594, -1.340)
O (-2.974, 3.922, -1.359)
C (-2.588, 4.572, -2.571)
C (-1.167, 4.207, -3.008)
C (-3.224, -1.972, 0.590)
C (-2.213, -2.588, 1.332)
C (-2.378, -3.851, 1.892)
C (-3.584, -4.524, 1.744)
C (-4.610, -3.918, 1.030)
C (-4.426, -2.670, 0.455)
C (-2.591, -0.771, -1.540)
C (-1.569, 0.321, -1.969)
C (-2.289, 1.186, -3.028)
C (-0.209, -0.191, -2.352)
C (-0.199, -1.035, -3.622)
O (-1.006, -0.920, -4.503)
C (0.914, -2.029, -3.714)
C (0.730, -3.259, -4.340)
C (1.785, -4.167, -4.345)
C (3.003, -3.850, -3.757)
C (3.201, -2.610, -3.153)
C (2.149, -1.705, -3.143)
H (1.784, 3.409, 0.266)
H (1.589, 2.135, 1.422)
H (1.155, 3.774, 1.918)
H (-0.938, 2.703, 1.380)
H (-0.495, 3.711, -0.061)
H (0.459, 0.981, 0.032)
H (-2.099, 1.901, -0.646)
H (-1.044, -0.576, 0.453)
H (-1.955, 0.669, 1.406)
H (-4.135, 0.762, 1.193)
H (-5.195, -0.295, 0.323)
H (-3.768, 2.756, 0.489)
H (-5.552, 2.714, 0.238)
H (-4.657, 3.119, -2.276)
H (-4.933, 4.503, -1.156)
H (-2.665, 5.655, -2.462)
H (-3.269, 4.306, -3.380)
H (-1.204, 3.730, -3.983)
H (-0.668, 3.540, -2.309)
H (-0.554, 5.091, -3.132)
H (-1.259, -2.108, 1.502)
H (-1.555, -4.288, 2.436)
H (-3.693, -5.500, 2.193)
H (-5.549, -4.443, 0.933)
H (-5.245, -2.240, -0.102)
H (-2.035, -1.715, -1.493)
H (-3.408, -0.963, -2.223)
H (-2.916, 1.932, -2.568)
H (-1.541, 1.658, -3.658)
H (-2.870, 0.530, -3.659)
H (0.512, 0.613, -2.488)
H (0.131, -0.856, -1.556)
H (-0.217, -3.494, -4.802)
H (1.632, -5.136, -4.799)
H (3.834, -4.541, -3.736)
H (4.137, -2.355, -2.681)
H (2.302, -0.743, -2.676)
C (1.484, 8.056, -1.307)
N (1.582, 6.738, -1.993)
O (1.398, 5.735, -1.332)
O (1.836, 6.750, -3.178)
H (1.253, 7.890, -0.261)
H (2.443, 8.552, -1.422)
H (0.696, 8.618, -1.800)
C (2.292, -4.733, -0.480)
N (2.084, -4.550, 0.984)
O (2.044, -5.539, 1.684)
O (1.962, -3.408, 1.381)
H (2.377, -5.793, -0.688)
H (1.435, -4.301, -0.988)
H (3.204, -4.209, -0.745)
C (1.294, 6.272, 4.220)
N (0.934, 7.240, 3.148)
O (0.513, 8.323, 3.482)
O (1.091, 6.871, 1.998)
H (1.103, 6.738, 5.179)
H (0.677, 5.389, 4.082)
H (2.347, 6.033, 4.101)
C (2.392, -6.971, 4.677)
N (3.314, -7.705, 5.586)
O (3.079, -8.867, 5.820)
O (4.250, -7.070, 6.034)
H (1.611, -7.650, 4.356)
H (1.981, -6.137, 5.237)
H (2.974, -6.620, 3.831)
C (6.961, -5.867, 6.894)
N (7.604, -4.996, 7.916)
O (8.321, -5.520, 8.739)
O (7.358, -3.808, 7.850)
H (7.265, -6.891, 7.071)
H (5.889, -5.757, 6.999)
H (7.293, -5.522, 5.920)
C (1.129, -0.767, 4.190)
N (0.782, 0.162, 3.080)
O (0.375, 1.268, 3.362)
O (0.936, -0.262, 1.947)
H (0.945, -0.259, 5.129)
H (0.500, -1.646, 4.086)
H (2.178, -1.027, 4.080)
C (-1.032, 1.332, -6.819)
N (-1.253, 2.780, -7.096)
O (-1.321, 3.132, -8.249)
O (-1.351, 3.516, -6.129)
H (-0.965, 0.810, -7.766)
H (-0.107, 1.246, -6.258)
H (-1.873, 0.977, -6.233)

Here are the Mulliken charges for atoms 1 to 99, given in e:
1 C -1.4893
2 C 0.3259
3 N -0.5381
4 N 1.5797
5 C -1.7030
6 C 2.9509
7 C -1.1137
8 O -0.3498
9 C -0.3578
10 C -1.1348
11 O -0.1949
12 C -0.5517
13 C -0.0004
14 C -0.7695
15 C -0.1455
16 C -1.0404
17 C -0.4527
18 C -1.2927
19 C -0.2370
20 C -2.2223
21 C 2.1841
22 C -1.1552
23 C -2.4637
24 C 0.3488
25 O -0.6169
26 C 0.5143
27 C -0.6405
28 C -0.6539
29 C -0.4248
30 C -0.9797
31 C 0.0950
32 H 0.4062
33 H 0.3707
34 H 0.1078
35 H 0.2257
36 H 0.0983
37 H 0.3097
38 H -0.1892
39 H 0.1881
40 H 0.6440
41 H 0.3368
42 H 0.6492
43 H 0.2332
44 H 0.4762
45 H 0.4186
46 H 0.5464
47 H 0.5269
48 H 0.3524
49 H -0.2987
50 H -0.0724
51 H 0.2202
52 H 0.4883
53 H 0.5525
54 H 0.4237
55 H 0.4147
56 H 0.5034
57 H 0.9619
58 H 0.3584
59 H -0.1360
60 H 0.2623
61 H 0.4537
62 H 0.7956
63 H 0.6599
64 H 0.5068
65 H 0.4204
66 H 0.4616
67 H 0.4699
68 H 0.4271
69 C -0.6185
70 N 0.8596
71 O -0.4506
72 O -0.5250
73 H 0.1707
74 H 0.2918
75 H 0.3053
76 C -0.7792
77 N 0.9375
78 O -0.5347
79 O -0.5117
80 H 0.3147
81 H 0.2553
82 H 0.3283
83 C -0.6972
84 N 0.8876
85 O -0.5338
86 O -0.5149
87 H 0.3151
88 H 0.2356
89 H 0.2816
90 C -0.7411
91 N 0.8889
92 O -0.5111
93 O -0.5451
94 H 0.2966
95 H 0.2924
96 H 0.3015
97 C -0.7075
98 N 0.8669
99 O -0.5132


ORCA calculation (ωB97M-V/def2-TZVPD) on a 2-piece molecular cluster, C4H13N4O overall.

Max |F| = 2.03 eV Å⁻¹
LUMO energy = -3.22 eV
Gap between HOMO and LUMO = 9.5573 eV
Energy relative to the best compared isomer or geometry (same formula, charge and spin) = 35.1 kcal/mol
Total charge = +1
HOMO level = -12.8 eV

Geometry (Å):
C (0.058, 0.642, 2.346)
C (-1.651, -0.694, 1.220)
N (-2.935, -0.799, 0.769)
N (-1.270, 0.413, 1.819)
N (-0.928, -1.814, 1.213)
H (-3.234, -0.041, 0.191)
H (-3.426, -1.670, 0.776)
H (-1.864, 1.192, 1.613)
H (-0.054, -2.045, 1.658)
H (-1.391, -2.628, 0.853)
H (0.734, -0.192, 2.184)
H (0.041, 0.854, 3.410)
H (0.602, 1.451, 1.859)
C (2.965, 0.640, -2.483)
C (1.593, 0.729, -1.871)
O (1.040, 1.762, -1.559)
N (0.991, -0.474, -1.543)
H (0.232, -0.393, -0.890)
H (1.470, -1.364, -1.456)
H (3.000, 0.174, -3.471)
H (3.547, -0.059, -1.880)
H (3.374, 1.630, -2.615)

Quick look at the natural (NBO) charges, all values in e:
1 C -0.4406
2 C 0.6767
3 N -0.7988
4 N -0.5116
5 N -0.7639
6 H 0.4233
7 H 0.4281
8 H 0.4283
9 H 0.4355
10 H 0.4200
11 H 0.2097
12 H 0.2399
13 H 0.2512
14 C -0.7241
15 C 0.6847
16 O -0.6058
17 N -0.8406
18 H 0.3668
19 H 0.3897
20 H 0.2481
21 H 0.2279
22 H 0.2556


ORCA calculation (ωB97M-V/def2-TZVPD) on C16H18N4O7S4SbV as an isolated structure.

Expectation value of S² = 2.02
Max |F| = 2.99 eV Å⁻¹
LUMO energy (alpha / beta) = 3.98 / 3.98 eV
Gap between HOMO and LUMO (alpha / beta) = 5.8754 / 5.8946 eV
Energy relative to the best compared isomer or geometry (same formula, charge and spin) = 10.7 kcal/mol
2S+1 = 3
Total charge = -2
HOMO level (alpha / beta) = -1.9 / -1.9 eV

Geometry (Å):
V (0.252, -1.322, 0.630)
O (0.573, 2.618, 5.216)
C (0.660, 1.673, 4.462)
C (-0.171, 0.409, 4.442)
O (-0.967, 0.141, 5.285)
C (0.217, -0.261, 3.161)
C (1.217, 0.438, 2.483)
O (1.493, 0.204, 1.188)
C (1.673, 1.631, 3.247)
O (2.469, 2.438, 2.816)
O (-0.354, -1.276, 2.571)
S (1.913, -5.130, -1.995)
Sb (0.821, -4.508, -0.052)
S (-1.127, -2.985, -0.347)
S (2.105, -2.761, 0.857)
S (0.156, -6.293, 1.142)
C (-1.266, -0.862, -3.093)
N (0.166, -1.210, -3.425)
C (0.249, -2.585, -4.056)
C (1.123, -0.819, -2.473)
O (0.670, -0.582, -1.312)
N (2.465, -0.690, -2.714)
C (3.021, -1.003, -3.988)
C (3.364, -0.424, -1.531)
H (-1.289, -0.218, -2.242)
H (-1.736, -1.824, -2.734)
H (-1.692, -0.409, -4.036)
H (-0.526, -3.181, -3.590)
H (1.263, -3.038, -3.840)
H (0.021, -2.488, -5.124)
H (2.201, -1.101, -4.708)
H (3.558, -1.940, -3.914)
H (3.748, -0.239, -4.189)
H (2.805, 0.203, -0.790)
H (4.270, 0.053, -1.889)
H (3.692, -1.351, -1.019)
N (-2.777, 4.322, 3.439)
C (-3.508, 3.792, 2.433)
O (-4.580, 4.289, 2.079)
C (-2.785, 2.710, 1.720)
C (-1.574, 3.027, 1.128)
C (-0.876, 2.006, 0.488)
N (-1.314, 0.705, 0.423)
C (-2.575, 0.504, 0.840)
C (-3.342, 1.457, 1.463)
H (-3.190, 5.107, 3.904)
H (-2.013, 3.893, 3.926)
H (-1.196, 4.037, 1.200)
H (0.074, 2.172, 0.043)
H (-3.002, -0.490, 0.703)
H (-4.376, 1.159, 1.769)

Quick look at the natural (NBO) charges, all values in e:
1 V 1.1832
2 O -0.5673
3 C 0.3824
4 C 0.3862
5 O -0.5526
6 C 0.2243
7 C 0.2205
8 O -0.7480
9 C 0.3896
10 O -0.5786
11 O -0.7096
12 S -0.9585
13 Sb 1.4271
14 S -0.7560
15 S -0.6934
16 S -0.8675
17 C -0.4220
18 N -0.4906
19 C -0.4220
20 C 0.8537
21 O -0.7273
22 N -0.4079
23 C -0.4049
24 C -0.4270
25 H 0.2339
26 H 0.2296
27 H 0.1780
28 H 0.2216
29 H 0.2538
30 H 0.1699
31 H 0.2236
32 H 0.2039
33 H 0.1826
34 H 0.2689
35 H 0.1779
36 H 0.2425
37 N -0.8087
38 C 0.6534
39 O -0.6239
40 C -0.1003
41 C -0.2040
42 C 0.0527
43 N -0.4325
44 C 0.0597
45 C -0.2241
46 H 0.3901
47 H 0.4216
48 H 0.2213
49 H 0.2237
50 H 0.2210
51 H 0.2296


ORCA calculation (ωB97M-V/def2-TZVPD) on a 2-piece molecular cluster, C4H6O overall.

Expectation value of S² = 0.76
Max |F| = 1.72 eV Å⁻¹
LUMO energy (alpha / beta) = 4.26 / 4.20 eV
Gap between HOMO and LUMO (alpha / beta) = 4.8151 / 7.5959 eV
Energy relative to the best compared isomer or geometry (same formula, charge and spin) = 51.8 kcal/mol
2S+1 = 2
Total charge = -1
HOMO level (alpha / beta) = -0.6 / -3.4 eV

Geometry (Å):
H (1.346, 0.455, 1.856)
C (-1.028, -0.285, -0.437)
C (-0.155, -0.442, 0.581)
C (1.050, 0.344, 0.807)
C (1.836, 0.916, -0.148)
H (-1.038, 0.428, -1.265)
H (-0.352, -1.250, 1.297)
H (2.747, 1.454, 0.124)
H (1.607, 0.825, -1.213)
O (-2.635, -1.522, -0.734)
H (-3.378, -0.924, -0.868)

Quick look at the natural (NBO) charges, all values in e:
1 H 0.1684
2 C -0.0603
3 C -0.4553
4 C -0.1720
5 C -0.4845
6 H 0.1273
7 H 0.1794
8 H 0.1714
9 H 0.1890
10 O -1.0626
11 H 0.3992